Record 1
67
Properties=species:S:1:pos:R:3:forces:R:3:lowdin_charge:R:1 method="wB97M-V/def2-TZVPD" total_charge=0 smiles=CC1(C)OB(C(c2cccc(F)c2)c2cccc(F)c2)OC1(C)C.Cc1ccc(-c2ccccc2)s1
S 0.52677 -3.48741 0.85743 -0.4141 0.4032 -1.0181 1.12
F 4.99463 2.27417 -1.94466 -0.6662 -0.0867 0.8763 0.03
F -0.06536 3.56691 -4.40529 -0.3550 -0.1025 0.9118 0.04
O -0.28755 -0.06552 1.82798 -0.4793 0.7766 -0.0540 0.15
O -1.51400 0.37212 -0.09616 0.2052 0.8131 1.3370 0.14
C -0.50456 -6.04759 0.96074 0.2088 -0.4033 0.1374 -0.11
C -3.42584 -0.95361 0.30376 -0.4915 -0.4417 0.1630 0.00
C 3.03695 -1.32792 -2.43601 0.5027 0.0303 -0.2331 -0.09
C 4.02405 2.17831 1.56899 0.0380 -0.2569 -0.3341 -0.07
C -1.24453 4.48630 -2.55559 -0.0288 -0.0979 -0.0690 -0.02
C -0.52471 -4.72157 0.32442 -0.5507 0.3849 -1.7640 -0.59
C -0.39204 3.51976 -3.07119 0.0793 -0.1925 -0.1924 -0.23
C 0.87121 -1.37422 -0.84176 1.1394 1.4156 -0.7347 -0.28
C -1.79108 -1.80607 2.50622 -0.2789 -0.3609 -0.0419 -0.03
C 2.70594 1.75318 1.44323 0.0507 0.1733 -0.1433 -0.03
C -0.94962 3.50552 -0.38666 0.3038 0.3734 -0.2921 -0.05
C 2.09050 1.64979 0.18011 0.5309 0.3477 0.2566 -0.16
C 0.58940 1.69250 0.13692 0.3200 0.6356 0.3654 -0.07
C 0.72501 -0.77004 -2.11974 0.2244 -0.4963 0.3224 -0.05
C -1.17485 -4.37622 -0.86030 -0.3156 -0.2948 1.4219 -0.11
C -0.06296 2.56217 -0.91689 0.0763 -0.0107 0.5565 -0.14
C -1.89030 0.50743 3.43459 -0.1841 -0.0298 0.0274 -0.01
C 4.22220 2.14355 -0.81032 0.2615 -0.1002 -0.0626 -0.23
C 0.15833 2.49677 -2.29226 -0.1948 0.4874 -0.1155 0.05
C -3.28065 1.38585 1.10947 -0.3192 0.1444 0.1288 -0.01
C -0.00517 -2.40823 -0.44908 -1.8198 -1.5619 1.1383 -0.43
C 2.87988 1.79483 -0.95534 0.5266 0.0966 -0.0054 0.04
C 1.82667 -0.86202 -2.96495 0.0385 0.1754 0.3427 -0.08
C -2.51198 0.09719 0.89534 -0.1333 -0.3533 -0.1216 -0.45
C -0.99680 -3.02040 -1.21355 1.6020 0.4290 0.3885 -0.10
C -1.55429 4.44767 -1.19668 0.0160 -0.2702 0.0661 -0.06
C -1.67090 -0.34596 2.19218 0.1350 0.3067 -0.1444 -0.42
C 2.14515 -1.36621 -0.22256 -0.1955 0.1859 -0.6116 -0.09
C 3.24369 -1.44883 -1.05441 -0.0384 0.2123 -0.2162 -0.07
C 4.81042 2.38633 0.42651 -0.2269 -0.0700 -0.2227 -0.02
B -0.40539 0.67645 0.68764 0.7656 -2.5546 -2.3316 -0.72
H 2.48703 1.63537 -1.95026 0.1480 0.1658 0.1564 0.10
H -0.24567 -0.35486 -2.42078 0.2804 -0.7594 -0.1161 0.13
H 0.73688 1.69553 -2.75671 -0.1651 0.5303 0.1382 0.10
H -4.19871 -1.21966 1.04057 0.1539 -0.1207 -0.2535 0.10
H -1.20329 -6.70823 0.45372 -0.0247 -0.1064 0.0771 0.08
H -4.04182 1.22339 1.87798 0.0232 0.2385 -0.0242 0.10
H 1.70950 -0.66064 -4.03656 0.2058 0.1230 0.4850 0.12
H 5.84362 2.72695 0.48289 -0.2849 -0.1099 -0.0109 0.12
H -1.11282 -2.05833 3.32450 0.0144 -0.0626 -0.1191 0.10
H -2.25695 5.13328 -0.73023 0.1457 0.1263 -0.3535 0.11
H -2.61368 2.20815 1.40716 -0.3555 -0.2756 -0.0370 0.08
H -2.81206 -2.01819 2.82935 0.0056 -0.1146 0.0125 0.10
H -2.90495 0.35259 3.80517 0.0213 0.1883 0.1686 0.09
H -1.55298 -2.41682 1.62555 -0.2438 0.2375 0.4954 0.04
H 4.43734 2.37972 2.55700 -0.0419 -0.1824 -0.2457 0.11
H -1.40857 -2.52110 -2.08346 0.0695 -0.2595 0.0115 0.12
H -3.78456 1.67270 0.17678 0.2015 -0.0498 0.2148 0.11
H 2.20645 -1.34570 0.86498 0.0760 -0.6725 -0.1826 0.12
H 0.50357 -6.45277 0.86807 -0.0142 -0.2883 0.1207 0.08
H 0.40389 2.21616 1.09334 0.0123 0.8666 -0.1287 0.15
H -1.17274 0.18091 4.19715 -0.2110 0.0608 -0.1239 0.10
H -1.71309 1.57851 3.24130 -0.1485 -0.4543 0.0929 0.09
H -2.88265 -1.85730 -0.02232 -0.2703 0.4657 0.2958 0.07
H 4.22382 -1.69154 -0.62804 -0.3171 0.3412 -0.3240 0.12
H -0.75046 -5.99922 2.02007 -0.0781 -0.0640 0.0583 0.08
H -1.74724 -5.08887 -1.45537 -0.0441 0.2213 0.3803 0.11
H -1.66781 5.24856 -3.19410 0.0684 -0.0491 -0.1265 0.11
H 2.10160 1.55536 2.33004 0.1352 0.2461 -0.1402 0.12
H -1.09352 3.54781 0.69630 -0.0223 0.0014 -0.4066 0.12
H 3.85592 -1.54510 -3.10597 0.0965 0.1183 -0.0710 0.10
H -3.94422 -0.53166 -0.57026 0.2311 -0.0694 0.2242 0.10



Record 2
14
Properties=species:S:1:pos:R:3:forces:R:3:lowdin_charge:R:1 method="wB97M-V/def2-TZVPD" total_charge=0 smiles="CC(C)(Cl)C(=S)S"
Cl 1.64714 1.34801 -0.20548 1.2570 0.8098 -0.4375 0.67
S -0.97486 2.53807 -0.11841 -1.0612 -1.0246 0.0377 0.73
S -2.38961 -0.13951 -0.12355 1.7887 1.0737 -0.2055 0.64
C -0.97330 0.76964 -0.16886 -1.3442 -0.2513 0.5750 -1.11
C 0.55764 -0.94039 -1.19734 0.0437 -0.0008 0.2410 -0.11
C 0.55758 -0.51450 1.27782 -0.4665 -0.1453 1.2007 -0.14
C 0.41894 0.12410 -0.07590 -1.1306 -1.0646 -1.2152 -1.04
H -2.33555 2.49310 0.02382 0.6054 0.3699 -0.1596 -0.11
H -0.19431 -1.70620 -1.00708 -0.0649 0.0870 -0.1149 0.06
H 1.52493 -1.41487 -1.09664 0.3255 -0.0463 0.0298 0.07
H 1.47277 -1.09126 1.43490 -0.0344 0.1307 -0.4164 0.09
H 0.53779 0.27493 2.03658 -0.0034 -0.1297 -0.0180 0.09
H 0.46484 -0.59135 -2.23553 -0.1172 0.2750 0.5128 0.09
H -0.31401 -1.14979 1.45568 0.2022 -0.0834 -0.0299 0.07



Record 3
50
Properties=species:S:1:pos:R:3:forces:R:3:lowdin_charge:R:1 method="wB97M-V/def2-TZVPD" total_charge=-2
Bi 0.57792 0.45753 0.11505 -2.3990 0.9977 -1.9218 1.24
I 0.21042 4.22857 -3.16736 -2.5616 2.3942 -2.7019 -0.27
S 1.62736 -1.22521 1.93692 0.6079 -2.4155 1.8997 0.39
F -2.21804 -5.65949 1.35748 -0.3850 -0.3922 -0.0849 0.06
F 0.07781 -5.62828 -0.15317 -0.1176 -0.0974 0.2274 0.07
F -2.86465 -3.49130 2.90538 0.0607 -0.1488 -0.0319 0.07
F -1.15397 -1.36145 3.03170 0.1318 -0.7152 0.1466 0.03
F 1.81055 -3.54183 0.06118 -0.2506 -0.4279 0.5277 0.04
O 3.47857 1.44267 -0.44529 0.4765 -0.0085 -0.1335 -0.09
N 0.53599 3.10062 2.19372 -0.7084 0.7290 0.2081 -0.15
N 0.92678 -1.14628 -2.82940 -0.4441 -0.5410 -0.7629 -0.15
N -0.92076 -1.73608 -1.89478 0.0302 -0.0904 -0.4272 -0.15
N -1.48564 2.56043 1.67878 0.2539 0.3088 0.2618 -0.15
C -1.66143 -3.55060 2.29260 0.6213 0.5623 -0.1849 -0.18
C -1.56319 3.63176 2.56360 -0.1737 -0.2944 -0.3161 -0.08
C 0.74638 -3.60675 0.89647 -0.7016 -0.1405 -0.7049 -0.26
C -2.09964 -1.80718 -1.05778 -0.0304 -0.1765 0.3315 -0.06
C 1.90471 2.97909 -1.56928 2.4108 -2.5312 3.0414 -0.50
C -0.75585 -2.50278 2.41077 -0.7164 -0.1435 -0.5535 -0.26
C 1.98260 3.22122 2.23831 0.1403 0.0798 -0.0566 -0.04
C -0.18905 2.22173 1.43638 0.7373 1.4128 1.6392 -0.36
C -2.64902 1.95213 1.06420 -0.3185 -0.3062 -0.1668 -0.08
C 0.12834 -0.86908 -1.75531 1.1173 -1.2926 -1.0819 -0.36
C -0.30292 3.97165 2.87756 0.4309 -0.0159 -0.1018 -0.09
C 2.12070 -0.42778 -3.23158 0.1017 0.0596 0.0173 -0.04
C 2.34103 1.72905 -0.71856 -0.5153 1.1017 -0.5085 -0.61
C 0.39763 -2.17725 -3.59158 0.1272 0.1965 -0.0887 -0.09
C -1.34848 -4.63859 1.47663 0.2170 0.1064 0.1526 -0.20
C 0.49585 -2.52897 1.76641 1.2601 0.9419 0.7899 -0.65
C -0.15852 -4.65056 0.74872 0.3916 0.8206 0.0249 -0.17
C -0.75272 -2.55553 -3.00593 -0.0811 0.2941 0.1414 -0.09
H 2.50115 -0.90864 -4.14025 -0.0131 0.0933 0.1928 0.08
H 0.88628 -2.52881 -4.48400 -0.0636 -0.0666 -0.0238 0.10
H 2.90139 -0.45762 -2.46030 -0.2694 -0.0151 -0.0323 0.08
H -1.47896 -3.29655 -3.28312 -0.0257 -0.0911 -0.0252 0.10
H -2.76941 0.89913 1.36787 0.1229 0.4309 -0.0643 0.08
H -2.59340 1.99027 -0.03550 0.2825 -0.0280 0.3322 0.08
H 2.71518 3.72135 -1.50993 -0.0552 -0.0702 -0.3373 0.05
H 1.89425 0.62021 -3.47450 -0.0520 -0.2942 0.1565 0.08
H -2.19691 -0.89982 -0.44772 0.2227 -0.0944 -0.2739 0.05
H -2.99140 -1.91659 -1.68951 0.1644 0.0945 0.0468 0.08
H 2.46854 2.23678 2.25990 -0.2929 0.1577 -0.0774 0.08
H -3.53185 2.51932 1.38413 0.1317 -0.1127 0.0284 0.07
H 2.24320 3.77539 3.14921 -0.0256 -0.1787 -0.1372 0.08
H 2.37079 3.78986 1.37765 -0.1902 -0.2701 0.1883 0.09
H -2.50552 4.05549 2.85854 -0.0291 0.0247 0.0605 0.10
H 1.02064 3.36575 -1.03235 0.5124 -0.5952 -0.8051 -0.08
H 0.08264 4.75218 3.50505 -0.0555 0.1316 0.1039 0.10
H 1.79775 2.56496 -2.59169 -0.1391 0.4271 1.1378 -0.09
H -2.05309 -2.67414 -0.38529 0.0619 0.1890 -0.0522 0.07



Record 4
20
Properties=species:S:1:pos:R:3:forces:R:3:lowdin_charge:R:1 method="wB97M-V/def2-TZVPD" total_charge=0 smiles="C=C(N)CC.O.O"
O 1.57259 2.57172 -1.70981 -1.5869 -1.6194 1.5272 -0.10
O 0.03084 -2.05307 -2.55162 -1.9357 -0.8198 1.8618 -0.13
N 0.30656 1.62373 0.96171 0.7927 -0.5685 -2.1400 0.07
C -1.56240 -0.81384 1.64037 -1.1676 1.8504 0.2836 -0.11
C 1.50735 -0.21336 0.09716 3.0192 0.8048 -0.8201 0.01
C 0.32763 0.28765 0.36939 0.7883 0.8962 2.0818 -0.42
C -0.90418 -0.57074 0.32048 -0.6153 0.8078 -2.9439 -0.24
H -1.58227 -0.03547 -0.55102 0.8970 -1.2243 2.5009 0.17
H 1.84609 -1.11280 -0.33593 -0.9913 -1.3903 -0.5395 0.05
H -0.34014 1.76961 1.67794 -0.9578 0.2522 1.0866 0.04
H -1.04561 -1.38243 2.41647 0.2468 0.3053 -0.3628 0.09
H -1.99711 0.13328 1.99450 0.8537 0.1001 0.6565 0.08
H -0.83788 -1.56595 -2.34229 2.0194 -1.1844 -0.4721 0.06
H 2.44765 0.36940 0.14153 -0.7980 0.3536 0.5588 0.08
H -0.69604 -1.57121 -0.12677 0.4553 0.9540 0.2566 0.09
H 1.18456 2.19350 1.03905 -1.2595 -1.4799 -0.0968 0.12
H 0.02256 -2.84999 -1.91430 -0.0526 1.9230 -1.5585 0.07
H 0.82857 2.83015 -1.12452 0.4052 1.0953 -0.5325 0.02
H -2.49926 -1.23710 1.43871 -1.2697 -1.5937 -0.2637 0.05
H 1.39049 1.62692 -1.44107 1.1568 0.5376 -1.0840 0.01



Record 5
43
Properties=species:S:1:pos:R:3:forces:R:3:lowdin_charge:R:1 method="wB97M-V/def2-TZVPD" total_charge=0 smiles="O=C(O)c1ccccc1NS(=O)(=O)c1cccc(-n2sc3ccccc3c2=O)c1"
S 0.81182 -2.81230 -2.41545 0.2983 2.2482 -3.2303 0.70
S -2.65465 2.80394 -1.13097 -0.3810 0.7316 0.5593 1.05
O 1.08571 2.08944 -1.12293 -2.8356 1.2094 0.8251 0.02
O 2.35156 -0.15054 -0.41692 0.0931 0.2403 0.8268 0.09
O 0.30196 -4.11542 -2.70748 -0.0323 -0.0409 1.1210 -0.26
O 1.14445 0.19207 1.44803 0.1655 1.0956 0.3894 0.12
O 1.36016 -2.05580 -3.56396 -0.9563 -1.0003 2.2680 -0.30
N 2.01864 -2.75352 -1.31028 0.2043 -1.0264 -1.6934 -0.06
N -1.25289 1.78301 -1.15353 0.9065 1.0754 0.0316 -0.25
C 1.76304 -0.53316 0.72695 -1.2035 -2.2019 -0.4371 -0.45
C -1.37162 5.97966 1.42617 2.2707 -2.7251 -2.8961 -0.02
C -0.48442 3.73143 -0.08901 2.0166 0.9140 -0.8994 -0.15
C 1.19888 -4.70673 1.62814 0.5396 -0.6646 0.0728 -0.09
C -0.43829 -0.41026 -1.79284 2.3372 0.3858 -0.7400 0.00
C 1.66012 -2.06191 1.00622 1.0070 1.4496 -3.0127 -0.05
C -1.58191 -2.39581 -1.08983 1.3773 1.2947 1.0942 -0.03
C 1.19492 -3.76487 2.57845 -0.2272 1.9037 1.7307 -0.07
C -2.30915 -0.24603 -0.39714 -4.0392 1.2427 1.0305 -0.06
C 1.77067 -3.07010 -0.00778 -0.3321 -0.6180 2.7725 -0.24
C 1.52900 -4.40429 0.34017 -0.0156 0.9763 -1.3893 0.00
C -0.43287 -1.77628 -1.59395 -1.1692 -1.2954 -1.6040 -0.22
C -2.15924 5.24691 0.50790 -4.1418 2.1433 1.4952 -0.12
C -0.07701 2.50084 -0.86224 1.1893 -1.0004 0.3014 -0.35
C -1.33614 0.34085 -1.12600 -0.1119 2.3504 0.1775 -0.26
C -1.84352 4.14634 -0.21949 3.6912 -3.1805 0.1309 -0.41
C 0.03244 5.62985 1.34108 -1.7713 -0.2916 -0.3169 -0.06
C -2.51508 -1.58319 -0.45335 -0.9340 -2.1525 -0.0385 -0.06
C 1.32587 -2.40712 2.25294 -0.8717 -1.9890 1.6545 -0.03
C 0.51016 4.53682 0.57374 -1.2714 0.2577 0.1308 0.02
H 1.56416 -5.17000 -0.42011 0.0287 0.0352 -0.1487 0.12
H 1.61532 4.32447 0.49914 -1.5561 0.0374 0.0827 0.14
H 0.29984 0.15410 -2.36727 0.0140 -0.7293 0.0325 0.14
H 2.09973 0.80678 -0.51552 0.0955 -0.3317 -0.3434 0.10
H 2.41617 -1.86821 -1.47003 0.9682 1.3389 -0.0674 0.08
H 1.07242 -4.00145 3.63404 -0.3502 -0.1528 -0.2791 0.11
H 1.00514 -5.68128 1.95489 -0.1616 -1.5499 0.0104 0.10
H -1.57159 -3.44111 -0.99478 -0.4024 -1.2905 -0.2263 0.10
H -3.19539 0.34188 0.01606 1.7240 -0.4722 -0.2764 0.13
H -3.24246 5.53606 0.47407 0.9357 -0.1326 0.0601 0.12
H 0.91712 -1.75566 2.98793 0.6568 1.0850 0.3663 0.12
H -3.46199 -2.02709 -0.06287 1.0586 0.4207 -0.1409 0.13
H -1.79688 6.76361 2.02676 0.1407 0.1197 0.0167 0.10
H 0.67576 6.28411 1.86102 1.0455 0.2900 0.5589 0.08



no.,calculated total energy (a.u.),HOMO-LUMO gap (eV)
1,-1935.03434,7.157
2,-1413.16210,8.377
3,-2401.15183,2.898
4,-365.36406,9.268
5,-2052.58264,8.375